Density functional theory data (ωB97M-V with the def2-TZVPD basis set) for a structure of composition C16H40F4N4O12S4V at a distorted geometry.

Output
orbital gap (alpha / beta): 0.334 / 0.237 Eh
molecular weight: 735.7 g/mol
<S²>: 2.037
LUMO level (alpha / beta): -2.4988 / -6.4610 eV

```
! wB97M-V def2-TZVPD RIJCOSX def2/J DEFGRID3
* xyz 1 3
H 0.82 -2.80 6.67
H 0.14 -2.94 3.17
F 4.02 1.53 -1.43
H -5.42 -0.21 -0.78
C 3.67 -1.28 3.70
O -2.09 4.12 -3.83
F 0.21 3.50 -3.90
H -2.26 -1.14 -4.50
O 1.44 1.50 -2.76
O 4.44 3.80 -1.01
H -1.71 0.51 -4.74
H 3.91 0.17 5.25
O 1.20 -2.16 4.75
F -1.79 2.96 0.42
C 3.06 -3.00 2.16
H 4.71 -1.31 3.39
H -4.98 -3.14 -3.85
C -4.00 -1.84 -2.49
H 4.12 -3.26 2.11
C 0.55 -1.98 3.52
H 2.70 -0.77 0.52
N 2.89 -1.56 2.43
H -4.17 -0.46 0.79
O 1.96 2.40 2.35
H 5.55 -0.45 1.68
H 2.62 -3.57 2.98
V 0.74 1.90 -1.36
H -1.94 -0.97 -1.28
C -3.20 0.36 -3.27
H 1.28 -0.19 2.54
H -0.48 -3.16 5.50
S 3.92 2.70 -0.34
S 2.06 3.33 1.30
N 2.31 2.63 -0.18
H -4.03 0.47 -3.96
H -3.63 -2.00 0.27
H 1.08 -1.58 1.49
H 0.47 -0.38 -4.73
O -0.35 5.55 -2.85
H -5.75 0.16 -2.53
C 4.86 -0.87 0.95
C -2.79 -0.39 -0.92
O 2.74 4.54 1.48
O 0.32 0.57 -0.54
H -0.05 -2.06 -4.19
F 0.57 3.71 0.99
H 3.48 -2.04 4.44
H -2.50 -0.93 1.11
H 5.15 -1.91 0.82
H -3.04 -2.36 -2.56
C -5.04 0.22 -1.70
H 1.05 -1.05 -3.24
S -0.89 4.27 -3.08
O -2.03 5.14 -0.44
C -2.00 -0.22 -3.97
H 3.97 0.87 3.71
C 0.18 -1.04 -3.90
O 4.58 2.16 0.80
O -0.88 -0.48 -3.14
C 0.29 -2.43 5.80
C 1.41 -1.27 2.48
H -2.94 1.34 -2.86
C -3.30 -0.97 0.37
H -4.84 1.26 -1.48
H -0.26 -1.52 6.08
O -3.34 3.26 -1.31
C -4.81 -2.06 -3.76
H -2.46 0.64 -0.89
H -0.35 -1.36 3.68
C 3.44 0.11 4.27
H 5.08 -0.32 0.04
S -2.11 3.83 -0.90
N -3.76 -0.42 -2.10
C 3.43 -0.67 1.33
H -4.24 -1.84 -4.66
H 2.62 -3.24 1.19
H 3.15 0.32 1.69
N -0.82 3.30 -1.72
H -5.77 -1.55 -3.82
H 2.39 0.34 4.41
H -4.55 -2.29 -1.66
*
```

Atomic partial charges in e from the Mulliken method, atoms 1 to 6: 0.255 0.541 -0.292 0.355 -0.533 -0.538

Density functional theory data (ωB97M-V with the def2-TZVPD basis set) for a cluster of 10 separate species, C9H39N18O10 in total at a distorted geometry.

Output
orbital gap (alpha / beta): 0.076 / 0.348 Eh
molecular weight: 559.5 g/mol
<S²>: 0.750
LUMO level (alpha / beta): 0.3089 / 0.2567 eV

```
! wB97M-V def2-TZVPD RIJCOSX def2/J DEFGRID3
* xyz 0 2
C 4.67 1.77 -0.37
N 2.51 -3.70 2.22
H -5.08 0.37 1.50
H -0.43 4.11 1.74
H -0.96 0.88 3.15
O -0.99 2.34 0.21
O -2.17 -0.68 1.09
N -2.80 0.84 -2.04
H -0.05 2.09 -4.80
O 5.61 1.50 -1.08
C 1.22 1.73 -3.22
N 4.49 2.92 0.06
H 5.02 3.63 -0.42
O -0.42 -1.64 -2.02
H -2.62 1.87 -4.91
H -0.46 -3.37 -0.34
N -2.26 -2.76 -2.72
H 3.25 1.14 0.92
N -4.09 0.26 1.63
N -1.19 -5.09 2.72
O -3.90 2.45 -2.95
H -3.02 -3.88 3.16
O -0.38 -3.50 1.55
H 3.64 3.09 0.58
H -1.78 -4.23 -1.09
C 1.00 1.54 3.14
C -1.27 -4.01 2.16
H 1.39 2.46 4.87
O 0.44 1.45 -2.32
H -2.43 -2.19 -3.54
N -2.34 1.33 -4.10
H 1.52 -3.63 2.40
H -2.72 -2.64 1.95
H -3.34 -1.66 -0.64
C -0.56 3.43 -0.01
N -0.17 1.23 3.67
C -3.31 -0.43 0.80
H 0.30 4.65 -1.40
H 4.65 -2.37 0.43
N -4.00 -1.17 -0.06
N -1.11 -3.48 -1.11
C -3.00 1.66 -3.03
N -0.40 4.40 0.78
H -3.33 1.03 -1.20
H -3.71 0.90 2.31
H -0.47 3.26 -2.00
H -4.95 -1.00 -0.37
H -0.38 -0.67 0.56
N -2.52 -3.54 2.36
H -0.48 -5.79 2.54
H -0.12 5.35 0.59
H 3.09 2.23 -3.71
H -2.84 -3.58 -2.60
H 4.87 -3.10 2.07
H 4.30 -0.04 0.00
O 1.36 1.21 2.00
C 2.94 -2.80 1.35
N 1.69 2.20 3.94
C -1.23 -2.55 -1.92
N -0.36 3.90 -1.23
O 0.28 -0.19 0.05
H 3.15 -4.26 2.77
H -1.87 -5.29 3.44
H 2.81 1.46 -2.16
O 2.30 -1.92 0.75
H 1.64 2.58 -4.96
H -1.99 0.24 -2.05
H -0.35 1.73 4.53
N 3.97 0.89 0.25
N 0.90 2.12 -4.44
H -0.15 0.66 -0.10
N 2.45 1.81 -3.04
H 2.65 2.46 3.78
H -1.45 0.89 -3.93
H 1.07 -0.11 0.59
N 4.32 -2.80 1.28
*
```

Atomic partial charges in e from the Mulliken method, atoms 1 to 6: 0.346 -0.374 0.218 0.365 0.144 0.144

Density functional theory data (ωB97M-V with the def2-TZVPD basis set) for a cluster of 2 separate species, C5H14NOS in total at a distorted geometry.

Output
orbital gap (alpha / beta): 0.363 / 0.249 Eh
molecular weight: 136.2 g/mol
<S²>: 0.753
LUMO level (alpha / beta): 0.8455 / -2.1914 eV

```
! wB97M-V def2-TZVPD RIJCOSX def2/J DEFGRID3
* xyz 0 2
H -1.59 1.62 0.42
C -0.73 1.04 0.76
H 1.72 -0.97 -0.86
O 0.95 -0.75 3.62
H -0.05 1.75 1.24
H 1.55 -1.49 3.54
H -2.45 1.09 -1.25
H -3.65 0.34 -3.29
H 0.42 1.15 -0.97
C 1.03 -0.66 -0.07
C -1.98 0.48 -2.01
H -2.30 -0.81 -3.68
H -1.24 -1.22 -1.10
S 2.37 0.23 0.91
N -0.88 -0.34 -1.45
C -2.89 -0.34 -2.89
H -1.43 1.10 -2.73
H -0.98 0.32 1.54
H 0.74 -1.53 0.51
H -3.35 -1.23 -2.47
C -0.06 0.33 -0.43
H 1.31 -0.07 3.02
*
```

Atomic partial charges in e from the Mulliken method, atoms 1 to 6: 0.377 -1.328 0.380 -0.613 0.364 0.341

Density functional theory data (ωB97M-V with the def2-TZVPD basis set) for a structure of composition CF4NO2S2Yb at a distorted geometry.

Output
orbital gap: 0.170 Eh
molecular weight: 371.2 g/mol
LUMO level: -7.3328 eV

```
! wB97M-V def2-TZVPD RIJCOSX def2/J DEFGRID3
* xyz 1 1
Yb -1.97 0.29 3.33
C 1.67 0.70 0.64
F -2.29 -0.05 -2.47
O -0.81 0.50 1.34
F 2.24 0.40 1.80
F 2.51 0.45 -0.35
S 0.13 -0.41 0.47
S -1.54 -1.31 -1.64
O -0.99 -2.16 -2.71
F 1.36 1.99 0.63
N -0.30 -0.39 -1.05
*
```

Atomic partial charges in e from the Mulliken method, atoms 1 to 6: 1.588 0.695 -0.290 -0.583 -0.222 -0.186

Density functional theory data (ωB97M-V with the def2-TZVPD basis set) for a structure of composition C12H42BCsN4O7 at a distorted geometry.

Output
orbital gap: 0.303 Eh
molecular weight: 498.2 g/mol
LUMO level: -0.5743 eV

```
! wB97M-V def2-TZVPD RIJCOSX def2/J DEFGRID3
* xyz 0 1
H 2.27 -4.09 -0.07
H 2.84 3.70 -0.61
H 1.38 -3.35 1.14
H 0.01 0.11 0.57
H 3.12 3.86 1.21
B -0.27 -0.69 -0.16
H 1.22 3.83 -3.39
H -1.55 1.10 -0.08
O 0.50 -0.78 3.04
H -1.17 -1.27 0.20
H -5.09 -1.85 -0.06
C 1.47 -4.31 0.64
H 0.73 5.08 -0.28
H -3.30 -4.92 -0.95
H 2.79 -1.44 -3.43
C -4.61 -3.69 0.29
H -0.59 -5.03 0.34
O 4.58 -0.91 -1.73
H 1.49 2.22 -0.12
O -3.51 3.53 -0.24
H -0.15 -2.83 -0.53
H 1.95 -0.16 4.38
O -0.07 -3.66 -1.04
H -0.43 0.77 4.97
H 0.17 1.12 -1.26
C -2.46 2.89 -0.18
H 0.84 4.72 1.39
H -1.43 4.24 0.94
C -3.46 -3.88 -0.67
C 2.41 3.78 0.38
H 1.94 5.92 0.74
N 2.43 -1.44 -2.48
H -0.13 1.88 3.61
H -0.43 -0.18 -1.17
H 3.53 -0.94 0.45
C 3.36 -1.10 -1.57
C 0.03 2.24 -2.81
H 0.49 -0.56 2.10
C 1.00 2.85 -3.82
H 1.88 0.83 2.92
C 0.34 1.23 4.35
H 1.51 -1.66 -2.17
N -1.34 3.41 0.39
H -5.56 -3.99 -0.18
H -3.15 1.13 -0.87
H -0.63 3.04 -2.46
H -3.50 -3.37 -1.64
O 0.70 1.86 -1.60
H 1.87 -1.07 -0.11
C 1.27 0.29 3.65
H 0.98 1.90 4.93
H 0.49 2.92 -4.78
Cs -2.56 -0.84 2.40
H -0.57 1.41 -3.19
C 1.46 4.96 0.53
H 0.51 -5.59 -0.93
N 2.88 -1.06 -0.30
C 0.31 -4.78 -0.24
H 1.74 -5.10 1.34
H -0.44 2.95 0.44
H -2.53 -3.50 -0.24
O -4.79 -2.35 0.71
H -4.54 -4.37 1.14
O 1.72 2.56 0.77
N -2.45 1.53 -0.28
H 0.56 -1.43 -0.36
H 1.93 2.31 -4.00
*
```

Atomic partial charges in e from the Mulliken method, atoms 1 to 6: 0.220 0.281 0.029 -0.594 0.323 3.455

Density functional theory data (ωB97M-V with the def2-TZVPD basis set) for a cluster of 4 separate species, C3H14NO5S2 in total at a distorted geometry.

Output
orbital gap: 0.344 Eh
molecular weight: 208.3 g/mol
LUMO level: -2.8608 eV

```
! wB97M-V def2-TZVPD RIJCOSX def2/J DEFGRID3
* xyz 1 1
H -1.21 2.22 -0.92
S -2.91 -2.62 1.30
H -1.41 -1.45 -2.10
H 2.57 1.42 0.28
H 1.05 0.25 0.41
O 0.81 -1.44 -2.80
O -1.04 1.91 -0.01
C -1.35 -1.42 -1.00
H 0.46 -2.42 -0.39
H 1.25 2.84 1.92
H 0.43 -1.09 1.43
C 1.05 -0.79 -1.64
O 1.90 0.03 -1.50
O 0.31 3.00 1.93
N 0.31 -0.47 0.63
H -0.14 3.31 2.71
H -0.53 0.08 0.86
H 1.36 -1.15 -3.54
H -3.99 -1.85 1.15
O 2.44 1.05 1.17
H -1.83 -0.46 -0.72
S -2.08 -2.97 -0.49
C 0.16 -1.40 -0.56
H 3.30 0.67 1.37
H -0.92 2.72 0.51
*
```

Atomic partial charges in e from the Mulliken method, atoms 1 to 6: 0.296 -0.206 0.342 0.368 0.288 -0.425

Density functional theory data (ωB97M-V with the def2-TZVPD basis set) for a cluster of 14 separate species, C45H90O36 in total at a distorted geometry.

Output
orbital gap: 0.358 Eh
molecular weight: 1207.2 g/mol
LUMO level: 0.3433 eV

```
! wB97M-V def2-TZVPD RIJCOSX def2/J DEFGRID3
* xyz 0 1
O -5.87 -8.42 -0.13
H -8.13 -0.47 5.35
H -5.64 -2.31 -8.11
O -7.40 5.97 0.98
O 8.92 3.64 -3.78
H 12.04 1.57 -3.66
H 8.78 6.29 -3.59
H -13.26 2.00 7.20
C 9.04 3.55 3.21
H -0.91 -4.78 -6.58
H 2.70 7.21 -8.41
C -2.17 -6.14 6.27
H -10.93 7.52 0.99
H 3.19 -12.04 5.83
O -6.35 -10.34 1.14
H -1.57 -6.34 5.39
H -11.26 6.06 1.73
O -3.31 2.88 10.12
H -13.24 2.01 5.36
H -9.09 -7.07 0.72
H 5.48 -9.64 0.75
H -5.38 2.50 -4.31
O 10.45 3.81 3.47
H -4.01 -8.06 -0.86
C -1.99 -4.74 -6.71
H -5.10 4.69 11.49
O 2.32 11.18 -2.39
C -10.94 1.04 6.18
C -10.84 6.45 0.80
H 1.14 -2.77 1.39
O -6.42 4.22 -7.54
H 11.58 -7.83 -5.10
C -4.04 -3.83 -5.68
O 0.47 9.91 -1.99
H 8.28 -6.21 -8.34
C 2.55 -0.67 0.23
H 2.90 7.03 -2.23
O -7.89 -8.71 0.90
H 0.72 12.47 -2.63
H 10.68 1.19 -4.82
C -0.55 -6.34 7.90
C 1.74 -1.73 -0.47
H -3.71 2.85 -4.41
C -0.59 -4.90 7.38
H 0.31 -6.88 7.49
C 9.39 4.04 5.50
H -4.57 -9.72 -1.08
H -11.42 6.18 -0.08
H -8.57 1.23 4.94
C 4.22 1.76 -8.06
C 10.01 3.99 -4.18
O 4.52 3.99 -9.70
O 3.60 3.05 -7.85
C 4.79 -9.03 1.33
O -7.10 3.64 -5.42
H -5.84 5.78 10.33
H 3.02 6.45 -9.98
C 0.36 -0.80 1.12
O 3.09 -11.16 2.13
O -4.91 3.71 -5.95
H 12.18 -6.30 -4.58
H -0.40 -6.27 8.98
H 7.77 2.78 4.79
H 2.07 7.70 -0.75
H 9.28 3.77 6.55
O -4.40 -3.48 -6.94
H 3.53 -12.77 4.30
H 8.76 4.19 2.38
C -1.86 -6.92 7.55
C -6.15 6.37 1.65
H 8.93 2.53 2.85
H -8.87 2.89 -6.39
H -8.71 4.59 -6.20
O -1.91 4.55 9.28
H 7.58 4.53 4.46
C 3.29 6.45 -8.92
C 3.10 -11.88 4.76
O -10.07 0.02 5.88
O -2.73 -4.23 -5.61
H -6.02 -2.11 -6.50
H -2.25 -4.20 -7.63
C 11.51 -6.76 -5.30
O 1.53 -0.02 1.00
H 2.39 13.27 -2.47
C 11.05 1.83 -4.02
H 9.44 5.12 5.58
H 5.29 1.79 -7.85
H 8.57 6.11 -5.26
C 3.77 -10.48 2.91
O 10.32 5.25 -4.52
C 1.67 10.05 -2.18
H 9.80 7.25 -4.66
H -7.43 -6.70 0.36
O -4.72 -3.73 -4.65
O -12.14 0.56 6.28
C 10.63 3.53 4.85
H -0.12 4.33 8.38
H -1.82 -8.01 7.56
C 9.07 -6.28 -5.57
C -8.56 6.63 1.26
C -6.69 -9.27 0.68
C -8.53 3.65 -5.69
H -4.81 4.13 -3.87
H 3.14 -0.05 -0.45
O 11.11 3.24 -4.30
H -6.49 -3.63 -7.30
H -3.24 -6.23 6.05
H 1.61 12.54 -1.15
C -8.71 0.41 5.64
O 9.16 -6.97 -6.69
C 0.76 -2.16 0.57
H 4.35 6.74 -8.92
O 3.75 -10.71 4.31
H -2.22 -5.80 -6.79
H -8.37 -7.72 -0.76
H -9.08 3.46 -4.76
H 10.37 1.54 -3.22
H 0.22 -4.69 6.68
C -4.56 -8.87 -0.39
H -5.22 5.93 1.29
H 1.16 -1.33 -1.31
O 4.59 -9.44 2.65
H -8.30 0.72 6.61
H -0.43 3.10 9.63
O -9.52 6.18 0.49
H 3.27 -1.08 0.94
H -0.03 -2.81 0.19
O -3.98 5.06 9.77
H -3.97 -9.10 0.49
H 1.22 7.48 -2.30
H 11.54 4.09 5.08
H -0.09 -0.86 2.11
H 2.31 -2.59 -0.79
H 7.13 -6.99 -7.22
C -3.08 4.10 9.78
C -13.28 1.42 6.28
H 3.80 1.06 -7.34
C -5.24 4.87 10.43
O -10.65 2.23 6.39
C -6.19 3.84 -6.39
H -5.86 4.05 10.07
O 3.08 5.16 -8.31
H 8.22 -7.91 -8.28
C 8.14 -7.03 -7.65
H 2.04 -11.90 4.51
C 8.29 3.70 4.54
H -0.35 -0.38 0.41
C 3.76 4.06 -8.76
O 8.06 -5.63 -5.16
H -1.24 3.02 8.04
H -6.14 6.19 2.73
C 1.73 12.43 -2.23
C 9.36 6.27 -4.52
H 11.77 -6.52 -6.33
C -8.18 -7.49 0.29
H -0.70 -4.14 8.15
H 5.28 -8.06 1.34
O -1.81 -4.80 6.69
H 4.03 1.52 -9.11
O 10.28 -6.20 -4.88
H -2.72 -6.77 8.21
C -0.87 3.68 8.83
H 3.89 -8.91 0.72
C 2.17 7.74 -1.84
C -4.69 3.30 -4.56
O 2.59 9.01 -2.22
O -8.65 7.45 2.20
H 10.89 2.48 5.04
C -5.70 -2.89 -7.19
H -14.13 0.75 6.16
H -6.04 7.45 1.59
*
```

Atomic partial charges in e from the Mulliken method, atoms 1 to 6: -0.295 0.232 0.272 -0.297 -0.571 0.265

Density functional theory data (ωB97M-V with the def2-TZVPD basis set) for a cluster of 2 separate species, C4H8N2O2S in total at a distorted geometry.

Output
orbital gap (alpha / beta): 0.269 / 0.269 Eh
molecular weight: 148.2 g/mol
LUMO level (alpha / beta): 0.2419 / 0.2424 eV

```
! wB97M-V def2-TZVPD RIJCOSX def2/J DEFGRID3
* xyz 0 1
O 2.35 0.79 -0.76
N -0.36 -1.31 0.34
S 2.53 -0.27 0.20
H 0.25 -0.51 -1.57
C -1.51 0.60 -0.64
H 0.71 -0.95 2.01
H -0.94 2.47 0.27
H 0.76 1.53 1.81
N -0.70 1.49 0.33
C 0.08 0.91 1.24
C 0.26 -0.47 1.27
H -0.19 -2.23 0.29
C -0.70 -0.68 -0.91
O 2.58 -1.59 -0.36
H -1.46 1.18 -1.60
H -1.17 -1.34 -1.71
H -2.50 0.39 -0.19
*
```

Atomic partial charges in e from the Mulliken method, atoms 1 to 6: -0.449 -0.193 0.704 0.212 -0.439 0.673